(1)
Molecular formula: C6H12N2
Method: DFT, ωB97M-V/def2-TZVPD

Atoms and positions in Å:
N  0.35  2.25  -0.05
N  2.61  -0.13  -0.17
C  -0.03  -1.74  0.03
C  -0.57  0.28  1.20
C  -2.26  -0.71  -0.52
C  0.41  0.90  0.22
C  -1.05  -0.86  0.35
C  1.26  0.04  -0.51
H  -0.18  2.83  0.59
H  -2.01  -0.82  -1.58
H  -0.08  -0.04  2.13
H  3.30  0.10  -0.88
H  -2.73  0.27  -0.39
H  -0.18  -2.48  -0.75
H  -3.01  -1.47  -0.28
H  -1.37  0.98  1.46
H  0.91  2.60  -0.81
H  0.66  -2.08  0.80
H  2.85  0.13  0.77
H  1.13  -0.05  -1.59

The value obtained for the HOMO-LUMO gap (spin up / spin down) is 0.2443 / 0.2474 hartree. The LUMO energy (spin up / spin down) is 0.92 / 0.85 eV. As for the spin multiplicity: 1. For the molecular weight, the calculation gives 112.176 g/mol. The maximum force comes out at 0.04644 Eh/bohr. Its highest occupied orbital energy (spin up / spin down) is -0.2106 / -0.2161 Ha. As for the energy relative to the best compared isomer or geometry (same formula, charge and spin): 99.7 kcal per mole. The structure (SMILES) is C=C(C)C/C(N)=C/N.

(2)
Molecular formula: C5H6N2O2
Method: DFT, ωB97M-V/def2-TZVPD

Atoms and positions in Å:
O  -2.37  1.08  1.97
O  1.26  1.00  1.17
N  -0.84  1.66  0.30
N  -2.14  -0.51  -0.04
C  1.38  -1.03  -0.97
C  0.12  0.60  0.53
C  -1.14  -1.12  -0.56
C  0.14  -0.56  -0.29
C  -1.64  0.80  1.06
H  -1.24  -2.12  -0.98
H  2.20  -1.11  -0.26
H  1.99  1.11  0.54
H  1.22  -2.01  -1.42
H  1.69  -0.34  -1.76
H  -0.64  2.57  0.72

The value obtained for the HOMO-LUMO gap is 0.2752 hartree. The LUMO energy is -1.09 eV. As for the spin multiplicity: 1. For the molecular weight, the calculation gives 126.115 g/mol. The maximum force comes out at 0.10298 Eh/bohr. Its highest occupied orbital energy is -0.3151 Ha. As for the energy relative to the best compared isomer or geometry (same formula, charge and spin): 101.6 kcal per mole.

(3)
Molecular formula: C5H10N3O3
Method: DFT, ωB97M-V/def2-TZVPD

Atoms and positions in Å:
O  -4.21  -0.91  0.48
O  3.91  -0.78  0.17
O  2.66  1.51  0.48
N  -3.35  -1.10  -0.67
N  1.87  -1.84  0.00
N  2.00  0.42  -0.16
C  0.64  -1.40  -0.15
C  0.59  0.14  -0.17
C  2.71  -0.79  0.01
C  -0.15  0.86  1.05
C  -0.25  0.77  -1.32
H  3.42  1.08  1.03
H  0.53  0.91  -2.17
H  -0.84  0.07  -1.81
H  -4.90  -0.19  0.24
H  0.40  0.60  2.05
H  -0.31  -1.86  0.02
H  -2.76  -1.74  -0.21
H  -1.18  0.67  1.02
H  -0.77  1.67  -0.98
H  -0.02  1.90  1.09

The value obtained for the HOMO-LUMO gap (spin up / spin down) is 0.2309 / 0.1154 hartree. The LUMO energy (spin up / spin down) is 3.38 / 2.43 eV. As for the spin multiplicity: 1. For the molecular weight, the calculation gives 160.153 g/mol. The maximum force comes out at 0.09761 Eh/bohr. As for the charge: -1. Its highest occupied orbital energy (spin up / spin down) is -0.1068 / -0.0261 Ha. As for the energy relative to the best compared isomer or geometry (same formula, charge and spin): 81.6 kcal per mole.

(4)
Molecular formula: C7H11Br9O2S
Method: DFT, ωB97M-V/def2-TZVPD

Atoms and positions in Å:
Br  -3.32  1.38  -3.63
Br  -0.10  0.90  -3.73
Br  -1.77  4.94  -0.36
Br  -1.47  3.74  -4.45
Br  -4.81  4.06  -0.07
Br  0.30  -4.18  3.60
Br  1.67  -7.06  2.72
Br  3.30  -4.54  2.75
Br  -2.81  3.79  2.55
S  1.51  -1.58  -0.04
O  2.52  -1.64  -1.08
O  1.12  -2.92  0.42
C  -1.66  1.77  -4.56
C  -2.98  3.62  0.53
C  1.52  -5.17  2.49
C  1.14  0.83  1.28
C  0.41  1.00  -0.12
C  1.95  -0.48  1.39
C  0.10  -0.43  -0.50
H  -0.40  1.72  -0.01
H  1.55  -1.17  2.13
H  3.03  -0.35  1.45
H  -2.62  2.63  0.24
H  -0.68  -0.73  0.19
H  1.28  -4.96  1.45
H  0.31  0.84  1.98
H  -1.77  1.53  -5.61
H  1.82  1.68  1.43
H  1.04  1.40  -0.92
H  -0.21  -0.66  -1.52

The value obtained for the HOMO-LUMO gap is 0.3330 hartree. The LUMO energy is -0.76 eV. As for the spin multiplicity: 1. For the molecular weight, the calculation gives 878.366 g/mol. The maximum force comes out at 0.04223 Eh/bohr. Its highest occupied orbital energy is -0.3610 Ha. As for the energy relative to the best compared isomer or geometry (same formula, charge and spin): 20.5 kcal per mole.

(5)
Molecular formula: C3H6N2S2
Method: DFT, ωB97M-V/def2-TZVPD

Atoms and positions in Å:
S  -0.66  -0.76  -1.20
S  1.35  -1.24  -0.98
N  1.29  -2.70  0.13
N  1.82  -0.04  -0.13
C  -1.58  1.69  0.08
C  0.91  0.86  0.18
C  -0.41  0.71  -0.10
H  0.77  -3.47  -0.40
H  -1.80  2.42  -0.68
H  -1.27  2.25  1.07
H  1.26  1.65  0.92
H  0.88  -2.51  0.97
H  -2.55  1.15  0.13

The value obtained for the HOMO-LUMO gap is 0.2962 hartree. The LUMO energy is 0.52 eV. As for the spin multiplicity: 1. For the molecular weight, the calculation gives 134.229 g/mol. The maximum force comes out at 0.10019 Eh/bohr. Its highest occupied orbital energy is -0.2772 Ha. As for the energy relative to the best compared isomer or geometry (same formula, charge and spin): 65.1 kcal per mole.

(6)
Molecular formula: C15H22Cl27NO7S
Method: DFT, ωB97M-V/def2-TZVPD

Atoms and positions in Å:
Cl  4.92  -2.33  -5.75
Cl  5.66  -4.87  -4.54
Cl  5.42  -0.60  -1.33
Cl  9.36  2.29  2.28
Cl  -5.08  2.53  4.85
Cl  6.72  -2.90  0.70
Cl  -2.40  1.39  4.96
Cl  4.78  -4.36  2.31
Cl  -1.25  2.15  -5.69
Cl  -8.07  -4.31  -2.55
Cl  7.15  0.95  -3.10
Cl  7.16  4.20  2.18
Cl  -1.09  -4.44  -0.37
Cl  7.46  -1.94  -2.92
Cl  -3.11  0.61  -7.32
Cl  3.63  5.97  1.49
Cl  1.91  4.42  3.26
Cl  7.59  -3.41  -6.15
Cl  -7.77  -2.59  -0.22
Cl  6.95  1.66  0.76
Cl  3.95  3.08  1.67
Cl  -6.53  -5.23  -0.25
Cl  -0.89  -1.90  1.05
Cl  4.04  -1.81  1.10
Cl  -3.15  3.54  6.78
Cl  -0.71  -0.65  -6.27
Cl  1.31  -3.80  1.15
S  -3.64  -0.20  -2.30
O  -5.08  -0.86  -1.64
O  1.63  1.20  2.88
O  -2.53  -1.20  -2.71
O  -4.13  0.72  -3.44
O  -3.41  1.93  2.11
O  -3.09  0.50  -0.84
O  -1.34  1.68  3.28
N  -4.57  2.52  -0.95
C  5.88  -3.81  -5.94
C  6.31  -0.60  -2.87
C  -6.99  -3.82  -1.23
C  2.79  4.42  1.72
C  -5.53  0.24  -0.73
C  5.00  -3.29  0.91
C  -3.72  2.11  5.90
C  0.62  0.11  3.04
C  8.05  2.95  1.29
C  -1.97  0.56  -5.97
C  -4.25  1.21  -0.27
C  0.00  -3.14  0.16
C  -0.66  0.55  3.97
C  -2.15  1.17  2.16
C  -4.46  1.21  1.38
H  -4.06  1.37  6.63
H  8.49  3.41  0.40
H  -6.09  -3.39  -1.66
H  -6.16  -0.22  0.15
H  0.24  -0.25  1.99
H  -2.52  0.26  -5.07
H  -1.54  1.40  1.16
H  -0.27  0.98  4.99
H  4.65  -3.82  0.02
H  -6.28  0.87  -1.39
H  -2.30  0.00  2.21
H  0.44  -2.68  -0.73
H  -5.47  1.82  1.56
H  2.08  4.30  0.91
H  5.53  -4.33  -6.83
H  1.13  -0.81  3.57
H  -5.47  2.93  -0.58
H  5.59  -0.73  -3.68
H  -4.70  0.12  1.81
H  -1.43  -0.31  4.19
H  1.23  2.08  3.16
H  -3.76  3.17  -0.81

The value obtained for the HOMO-LUMO gap is 0.3257 hartree. The LUMO energy is -0.25 eV. As for the spin multiplicity: 1. For the molecular weight, the calculation gives 1317.639 g/mol. The maximum force comes out at 0.18815 Eh/bohr. Its highest occupied orbital energy is -0.3349 Ha.